# 1
Entry from the Open Molecules 2025 dataset: the molecule C20H28N2O5S in a non-equilibrium geometry (the ωB97M-V functional and the def2-TZVPD basis).

Values from the calculation:
- DFT total energy: -45248.845 eV
- LUMO energy: 0.37 eV
- HOMO: -8.68 eV
- Spin multiplicity: 1
- Energy above the lowest of the compared OMol25 structures with the same formula, charge and spin: 0.0 kJ/mol

Each line ends with the Löwdin charge.
Atoms and positions in Å:
O1 2.59257 -1.73583 1.42979  0.104
C1 3.56880 -1.51420 0.75585  -0.501
O2 4.09702 -2.42009 -0.06220  0.138
H1 3.59016 -3.24726 -0.03296  0.144
C2 4.29079 -0.18667 0.72676  -0.202
H2 3.97744 0.38856 1.60527  0.160
C3 3.92409 0.57804 -0.55596  -0.183
C4 2.44178 0.83122 -0.83583  -0.420
O3 2.08611 1.13027 -1.95488  0.085
N1 1.60665 0.76099 0.23816  0.156
C5 0.22929 0.98591 0.26881  -0.194
C6 -0.46153 1.61891 -0.76388  0.016
C7 -1.82355 1.82930 -0.64635  -0.056
C8 -2.49396 1.41604 0.48898  -0.280
C9 -1.81767 0.79884 1.52510  -0.063
C10 -0.45845 0.58145 1.41573  0.003
H3 0.08015 0.09215 2.21440  0.118
H4 -2.36097 0.51251 2.41128  0.117
S1 -4.26674 1.66331 0.61891  0.673
O4 -4.57105 1.88593 2.00342  -0.284
O5 -4.65262 2.65129 -0.34584  -0.283
N2 -4.99400 0.24068 0.18483  -0.242
C11 -5.10731 -0.06133 -1.21882  -0.183
H5 -6.01549 -0.65028 -1.37928  0.134
C12 -3.88764 -0.78330 -1.80464  -0.169
C13 -3.90360 -2.30729 -1.64776  -0.199
H6 -2.88376 -2.66691 -1.80315  0.108
C14 -4.42089 -2.82243 -0.29998  -0.205
H7 -5.51007 -2.89514 -0.33042  0.105
C15 -4.03205 -1.96385 0.90502  -0.171
H8 -4.03238 -2.58968 1.80015  0.113
H9 -3.02493 -1.56426 0.77959  0.103
C16 -5.03015 -0.82641 1.14843  -0.199
H10 -6.04520 -1.24445 1.16382  0.130
H11 -4.84871 -0.35255 2.11393  0.106
H12 -4.03921 -3.83628 -0.16004  0.106
H13 -4.52215 -2.74333 -2.43543  0.106
H14 -3.82355 -0.55319 -2.86983  0.114
H15 -2.99267 -0.37336 -1.33471  0.090
H16 -5.23170 0.90677 -1.70674  0.110
H17 -2.38115 2.32542 -1.42474  0.119
H18 0.06824 1.93411 -1.64669  0.105
H19 1.95976 0.34399 1.08925  0.111
C17 4.62187 1.94699 -0.54398  -0.142
C18 6.13474 1.78080 -0.45084  -0.191
C19 6.51050 0.98027 0.79179  -0.192
C20 5.81163 -0.37505 0.78426  -0.147
H20 6.07379 -0.93568 1.68393  0.126
H21 6.13516 -0.95450 -0.08140  0.124
H22 7.59092 0.83306 0.82788  0.112
H23 6.21922 1.53602 1.68600  0.117
H24 6.60874 2.76299 -0.41855  0.112
H25 6.49761 1.26213 -1.34034  0.119
H26 4.25967 2.52893 0.30729  0.131
H27 4.35739 2.48270 -1.45664  0.123
H28 4.29906 0.01370 -1.41674  0.164

# 2
Entry from the Open Molecules 2025 dataset: a structure of composition C38H33CoFN9O3 (the ωB97M-V functional and the def2-TZVPD basis).

Values from the calculation:
- Expectation value of S²: 0.794
- DFT total energy: -99832.898 eV
- LUMO energy (alpha / beta): -3.42 / -3.42 eV
- HOMO (alpha / beta): -6.88 / -9.08 eV
- Spin multiplicity: 2
- Energy above the lowest of the compared OMol25 structures with the same formula, charge and spin: 0.0 kJ/mol
- Net charge: +1

Each line ends with the Löwdin charge.
Atoms and positions in Å:
Co1 -1.21206 -2.29330 0.91283  0.482
N1 0.38856 -4.26381 -2.41081  0.125
C1 0.09789 -3.30414 -1.51148  -0.119
N2 -0.62661 -3.50095 -0.47551  0.053
C2 -1.15025 -4.79279 -0.20877  -0.234
N3 -1.85433 -4.96043 0.86745  0.148
N4 -1.99032 -3.82037 1.54337  -0.122
C3 -2.45114 -3.75782 2.79283  -0.035
C4 -2.36798 -2.47747 3.35901  -0.236
C5 -2.77971 -2.13610 4.66759  -0.016
C6 -2.64898 -0.84870 5.10094  -0.072
C7 -2.12174 0.12965 4.23445  -0.071
C8 -1.73583 -0.25621 2.97452  -0.122
N5 -1.83117 -1.51250 2.53397  0.003
C9 -0.84809 -5.87671 -1.12957  -0.086
C10 -1.28977 -7.18369 -0.94125  -0.006
C11 -0.96260 -8.17040 -1.85391  -0.069
C12 -0.18702 -7.86641 -2.96716  -0.073
C13 0.26746 -6.57262 -3.16572  -0.022
C14 -0.06371 -5.58973 -2.24768  -0.174
H1 0.97024 -4.04323 -3.20007  0.150
H2 0.49221 -2.31231 -1.69644  0.147
H3 -2.80931 -4.63432 3.31313  0.127
H4 -3.18755 -2.90944 5.30458  0.116
H5 -2.95232 -0.57811 6.10438  0.107
H6 -2.03202 1.16274 4.53783  0.095
H7 -1.35395 0.46697 2.26352  0.115
H8 -1.89029 -7.40314 -0.06879  0.117
H9 -1.30877 -9.18351 -1.69872  0.108
H10 0.06620 -8.63699 -3.68320  0.108
H11 0.87841 -6.32627 -4.02704  0.113
F1 -0.56205 3.63547 -2.19617  0.065
C15 0.30526 3.07512 -1.32087  -0.187
C16 0.04405 1.82343 -0.84607  0.098
C17 0.94640 1.20255 0.01416  -0.038
C18 0.65315 -0.14398 0.52291  -0.276
O1 -0.41766 -0.66827 0.17530  -0.020
C19 1.63511 -0.72406 1.36821  0.000
C20 2.75128 -0.00259 1.66371  0.057
N6 2.99963 1.25942 1.25168  0.015
C21 4.24863 1.89872 1.60829  -0.261
C22 4.23381 3.07079 2.54841  -0.094
C23 4.76779 1.74622 3.00028  -0.076
C24 2.11199 1.88344 0.39025  -0.109
C25 2.33975 3.18000 -0.08655  0.070
C26 1.44615 3.79145 -0.94027  -0.153
N7 1.71691 5.11965 -1.37457  -0.088
C27 2.84293 5.26849 -2.28376  -0.138
C28 3.33745 6.70113 -2.25412  -0.084
N8 2.19782 7.60993 -2.63393  0.063
C29 1.02281 7.41521 -1.70928  -0.079
C30 0.59823 5.96061 -1.77166  -0.151
C31 1.55190 -2.13116 1.96826  -0.574
O2 2.57238 -2.55690 2.49434  0.044
O3 0.43546 -2.72421 1.85916  -0.023
H12 -0.85642 1.29810 -1.14342  0.150
H13 3.50466 -0.46791 2.28663  0.148
H14 4.97592 1.90914 0.80553  0.155
H15 3.27288 3.37869 2.94014  0.116
H16 4.92958 3.87796 2.36116  0.104
H17 4.17649 1.18329 3.70932  0.116
H18 5.83515 1.62480 3.11497  0.114
H19 3.20614 3.73657 0.24302  0.118
H20 2.57098 4.99323 -3.31647  0.144
H21 3.65966 4.61849 -1.98002  0.136
H22 4.15804 6.86912 -2.94785  0.140
H23 3.63950 6.98194 -1.24720  0.142
H24 1.90036 7.38236 -3.58585  0.183
H25 2.49906 8.58434 -2.63841  0.186
H26 0.22413 8.08042 -2.02969  0.142
H27 1.35515 7.68875 -0.71013  0.143
H28 0.23105 5.73244 -2.78206  0.134
H29 -0.23399 5.82186 -1.08525  0.149
N9 -7.27190 -0.25511 -2.80757  0.143
C32 -6.35940 -0.62177 -2.21100  -0.190
C33 -5.20320 -1.06136 -1.47298  -0.251
C34 -4.22886 -1.84250 -2.08284  -0.040
C35 -3.09941 -2.22524 -1.37353  -0.080
C36 -2.87707 -1.85643 -0.03798  -0.110
C37 -3.89808 -1.09725 0.55070  -0.072
C38 -5.03195 -0.69978 -0.14095  -0.035
H30 -4.35469 -2.15011 -3.11387  0.115
H31 -2.38570 -2.83006 -1.91400  0.080
H32 -3.83236 -0.78740 1.58448  0.088
H33 -5.79035 -0.10490 0.35320  0.117

# 3
Entry from the Open Molecules 2025 dataset: a structure of composition C24H45AlIP2 in a non-equilibrium geometry (the ωB97M-V functional and the def2-TZVPD basis).

Values from the calculation:
- DFT total energy: -58881.234 eV
- LUMO energy (alpha / beta): -4.25 / -4.25 eV
- HOMO (alpha / beta): -10.00 / -10.00 eV
- Spin multiplicity: 1
- Net charge: +1

Each line ends with the Löwdin charge.
Atoms and positions in Å:
Al1 -0.07659 -0.30389 1.07242  0.888
C1 -1.55609 2.34385 -0.38689  -0.358
C2 -0.89353 3.11556 0.69112  -0.409
C3 0.65944 1.67165 -0.26082  -0.325
C4 -0.57944 1.58070 -1.00138  -0.315
C5 0.44178 2.65020 0.76212  -0.313
C6 -3.01794 2.29039 -0.68052  -0.119
H1 -3.60039 2.18592 0.26728  -0.030
H2 -3.21621 1.35706 -1.24798  0.092
H3 -3.31929 3.21996 -1.19365  0.100
C7 -0.66776 0.96236 -2.33211  -0.059
H4 -1.66525 1.04630 -2.76675  0.065
H5 -0.36000 -0.08303 -2.43212  0.054
H6 -0.01008 1.53239 -2.99246  0.095
C8 1.94415 1.62264 -1.02019  -0.068
H7 1.93239 2.38422 -1.80867  0.110
H8 2.13070 0.68490 -1.53404  0.058
H9 2.82026 1.84222 -0.42042  0.048
C9 1.46826 3.09855 1.73387  -0.028
H10 1.07080 3.94310 2.32688  0.082
H11 2.35275 3.42347 1.15502  0.091
H12 1.79322 2.28653 2.43271  0.084
C10 -1.39904 4.33747 1.48033  -0.153
H13 -1.23757 5.36566 1.09283  0.098
H14 -0.93394 4.41252 2.46806  0.059
H15 -2.52043 4.29843 1.69049  0.048
C11 -1.64086 -1.50663 1.71280  -0.320
C12 -2.75847 -0.66981 2.04658  -0.287
C13 -3.12884 -0.41961 3.50149  -0.302
C14 -1.81426 0.04790 4.36811  -0.257
C15 -0.55153 0.39113 3.67995  -0.168
C16 0.37916 -0.51221 3.03353  -0.292
C17 0.14625 -1.97125 3.41429  -0.177
C18 -1.21978 -2.37302 2.89192  -0.189
H16 -3.73422 -1.19293 4.04953  0.133
H17 -1.66809 -0.73317 5.16083  0.137
H18 -3.82677 0.48692 3.46823  0.045
H19 -1.93754 -2.25557 3.70437  0.090
H20 -1.81853 -2.05896 0.77319  0.114
H21 -3.50888 -0.45357 1.27252  0.099
H22 -1.25517 -3.43276 2.61857  0.132
H23 0.91887 -2.58271 2.92346  0.121
H24 1.45102 -0.19402 3.00530  0.128
H25 0.21264 -2.07438 4.52156  0.136
H26 -2.12518 0.88310 4.97199  0.096
H27 -0.15172 1.35708 4.00611  0.111
P1 -2.33947 -1.94515 -4.11177  0.786
C19 -3.04267 -1.58698 -5.77787  -0.328
H28 -3.68283 -2.40808 -6.12719  0.042
H29 -2.22527 -1.43028 -6.48773  0.035
H30 -3.62815 -0.66493 -5.71448  0.031
C20 -1.56350 -3.54461 -4.59559  -0.333
H31 -2.24470 -4.18067 -5.17688  0.044
H32 -1.24171 -4.06847 -3.69087  0.027
H33 -0.67601 -3.31018 -5.19345  0.032
C21 -3.90159 -2.62669 -3.41188  -0.335
H34 -4.35993 -3.36732 -4.08011  0.042
H35 -4.59423 -1.79291 -3.25305  0.030
H36 -3.68377 -3.08283 -2.44217  0.022
P2 4.91580 -0.45755 -0.44607  0.788
C22 6.13105 0.65771 0.38571  -0.324
H37 7.13671 0.21787 0.43659  0.045
H38 5.76363 0.86522 1.39729  0.028
H39 6.16634 1.60015 -0.17259  0.032
C23 5.31539 -1.97700 0.50837  -0.339
H40 6.39469 -2.17509 0.51552  0.041
H41 4.78897 -2.81986 0.04865  0.032
H42 4.95357 -1.85966 1.53313  0.025
C24 5.97180 -0.89370 -1.89371  -0.324
H43 6.91149 -1.37280 -1.58779  0.042
H44 6.19010 0.00501 -2.47759  0.035
H45 5.39862 -1.58291 -2.52310  0.031
I1 -2.38263 1.79705 2.11912  1.651

Q: Number 1 is which compound?
A: C20H28N2O5S